C10H20CoO8S2 | the ωB97M-V functional and the def2-TZVPD basis

Geometry as XYZ:
```
41
Properties=species:S:1:pos:R:3:forces:R:3
Co 0.38487 0.75046 0.30464 -1.3581 0.0239 -0.5313
C 1.98190 -1.98757 0.05502 8.5269 -3.4811 -11.8399
C 1.32838 -1.75013 -1.33493 1.5210 -15.8181 -0.1463
O 0.83695 -0.65797 -1.55242 -7.1753 4.8538 -2.3677
C 1.60344 0.32285 -1.92715 6.9014 5.1227 -5.9860
C 0.81501 1.81289 -2.59183 5.5815 -7.1911 1.6352
O 0.47452 2.27892 -1.42691 -2.4176 -0.1460 5.0899
C -0.63581 2.90498 -1.67491 -4.7623 4.7413 8.2088
C -1.78832 2.36764 -0.30518 3.7459 9.5385 0.4247
O -2.02792 1.11485 -0.27897 1.6142 -3.6027 -0.4846
C -2.92047 0.63719 0.73018 7.3683 -6.8341 -6.9687
C -2.38282 -1.04323 0.44993 -3.5362 2.2097 1.4765
O -0.96757 -1.01754 0.96703 -5.6487 -1.9590 0.4003
C -0.92148 -2.31339 1.54164 4.0151 -5.1954 -6.2985
C 0.69166 -2.39352 1.74563 -3.7954 3.6273 1.7968
O 1.61699 -1.43386 1.08971 -4.1722 0.9093 5.5132
H 3.24552 -1.34436 -0.57770 -2.4280 -1.2919 2.6660
H 2.43279 -3.16816 -0.11723 -1.3601 2.9443 1.4634
H 0.56637 -2.79761 -1.62095 0.1151 3.1760 1.6873
H 1.91791 -2.59154 -2.31385 -0.0770 3.6396 2.4068
H 2.49951 0.21314 -2.90328 -2.8313 -0.9239 2.3341
H 2.28198 0.43395 -1.11904 0.8946 1.4879 0.4967
H 0.18269 1.06716 -2.96400 -1.4962 0.4531 -2.5672
H 1.65098 2.43214 -2.54897 2.3261 0.6063 -4.0890
H -1.42062 2.66116 -2.22668 -1.9510 -1.3921 -4.3429
H -0.58438 3.96587 -1.32552 -0.2151 -0.5778 -1.0259
H -2.68103 2.98789 -0.39144 -0.2872 0.1908 -0.3437
H -1.10006 2.95200 0.56656 -2.1608 -2.2622 -1.6933
H -3.68094 0.59428 0.22584 -9.5686 0.3700 -3.3747
H -2.56404 0.77795 1.56042 2.4447 2.3626 9.3353
H -2.49350 -1.32077 -0.74341 0.5626 0.4727 3.3751
H -3.38825 -1.71276 1.31430 3.6113 1.5378 -2.7289
H -1.27757 -3.22541 0.44776 1.1209 2.4655 2.2151
H -1.48294 -3.11666 2.15940 0.2112 3.1928 0.4244
H 1.18932 -3.24324 1.66382 1.3904 -4.2473 -0.1323
H 0.49200 -2.08745 2.73784 1.9197 0.6256 1.5273
O 1.29370 0.01425 3.30148 -1.9037 2.1149 -2.3581
S 1.15975 1.36422 2.61946 -1.0743 -2.2595 3.4201
O 1.78997 2.29285 3.50217 -1.4306 2.1437 1.1075
O -0.41042 1.67236 1.88074 4.3808 -1.4503 2.6848
S 2.29189 1.58619 1.08080 1.3980 -0.1779 -2.4103
```
Forces are in eV/Å.

Total charge = 0
2S+1 = 4
LUMO (spin up / spin down) = 0.01 / -0.05 eV
Electronic energy = -86344.654 eV

C9H14P | the ωB97M-V functional and the def2-TZVPD basis

Geometry as XYZ:
```
24
Properties=species:S:1:pos:R:3:forces:R:3
C 1.31676 -0.61546 0.53306 1.7419 -1.0925 -0.8881
C 1.90661 -0.33472 1.80749 -0.0437 0.3532 -0.1951
C 1.16318 0.49368 -0.48657 -3.5099 0.9751 1.4249
C -0.89008 -0.59304 1.09512 -3.2866 -1.4837 -0.5362
C -1.25096 0.40488 0.01861 -0.6337 -1.2100 -2.6270
C -0.43625 1.00250 -2.62792 2.3371 -0.7962 2.2783
C -0.81331 -0.15691 2.48955 -0.3775 -1.0852 3.0961
C -0.39857 -0.50239 -2.42076 1.8842 -0.2034 -0.1701
C -0.25883 0.34594 -1.21164 -0.8122 1.1915 2.4508
P 0.97171 -0.22650 3.26006 -1.4399 0.0819 -0.1582
H 1.56181 -1.47999 -0.03905 1.1577 -0.9873 0.0072
H 2.95655 -0.10082 1.92995 0.4297 -0.0546 -0.1480
H 1.35147 1.42387 0.07238 -0.6397 0.1944 -0.7873
H 1.83280 0.40108 -1.22224 3.1248 -0.3510 -2.5798
H -1.40233 -1.59216 1.04838 -0.0231 0.9973 -0.1736
H 0.17919 -1.10630 0.80512 -0.1846 0.7586 -0.0338
H -2.30894 0.38971 -0.35795 0.7808 -0.5262 0.5346
H -1.14879 1.36308 0.40421 0.2710 1.9742 0.8672
H 0.44799 1.60397 -2.79692 0.2602 -0.4357 -0.6716
H -1.28189 1.50057 -2.99463 -1.4624 0.2062 0.0240
H -1.28262 0.81543 2.77046 0.4677 -0.4353 -0.3472
H -1.38369 -0.92804 3.19978 1.2669 1.5295 -1.1769
H -1.33202 -0.96625 -2.65782 -0.4129 -0.3749 0.2547
H 0.50019 -1.14214 -2.61869 -0.8958 0.7740 -0.4449
```
Forces are in eV/Å.

Total charge = +1
2S+1 = 3
LUMO (spin up / spin down) = -5.63 / -8.09 eV
Electronic energy = -18834.191 eV

C5H8N2 | the ωB97M-V functional and the def2-TZVPD basis

Geometry as XYZ:
```
15
Properties=species:S:1:pos:R:3:forces:R:3
C -1.88724 0.90794 -1.27847 -0.0574 0.2316 -0.0946
C -0.52356 0.37268 -0.89751 -0.2340 -0.3359 0.3395
C -0.45413 -1.02901 -0.84190 -0.0719 -0.2936 0.0046
N 0.39451 -1.47863 0.05743 0.2673 -0.0285 -0.2450
N 0.96941 -0.37161 0.54241 0.1647 -0.0113 -0.0982
C 1.82166 -0.50523 1.70272 0.1868 0.0105 0.0540
C 0.49326 0.76558 -0.03263 -0.1899 -0.1365 0.0957
H -2.09691 1.04462 -2.34242 0.2908 0.1877 0.0521
H -2.14929 1.80809 -0.72278 0.1207 0.1220 -0.2124
H -2.58592 0.13311 -0.93107 0.0210 0.3682 -0.1609
H -1.06127 -1.68455 -1.45063 -0.0252 -0.2127 0.3169
H 2.85222 -0.71548 1.41235 -0.0080 0.0305 0.0847
H 1.43366 -1.34118 2.28993 0.1352 0.1448 -0.1034
H 1.77754 0.40053 2.31326 0.0401 -0.0976 -0.1861
H 1.01607 1.69314 0.17932 -0.6402 0.0207 0.1529
```
Forces are in eV/Å.

Total charge = 0
LUMO = 0.99 eV
Energy relative to the best compared isomer or geometry (same formula, charge and spin) = 1.287 eV
Structure (SMILES) = Cc1cnn(C)c1
Electronic energy = -8293.709 eV

C6H14O | the ωB97M-V functional and the def2-TZVPD basis

Geometry as XYZ:
```
21
Properties=species:S:1:pos:R:3:forces:R:3
C 2.40417 0.35387 0.82790 1.8088 -1.0404 -2.4075
C 1.10116 -0.47930 0.77107 -0.4458 0.8311 2.9470
C 0.07999 0.18682 -0.17282 3.1001 -3.2124 -0.8905
C -0.88209 0.95659 0.10529 -3.4333 1.9474 2.2718
C -2.00979 1.59460 -0.63544 -3.3115 -0.9994 0.6208
C 0.33329 -0.21090 -1.55802 1.1027 -0.6337 -2.5203
H 3.31790 -0.30349 0.58874 -1.1699 0.6032 0.5199
H 2.68343 0.86709 1.73511 -0.5096 0.3063 0.3051
H 2.42892 1.03869 -0.05724 -0.0527 -0.0527 0.9370
H 1.32908 -1.47146 0.41749 -0.1002 -0.2565 -0.2965
H 0.79917 -0.67884 1.90609 -0.1074 0.6610 -2.5570
H -1.05309 1.02739 1.14394 -0.0278 0.3972 1.3763
H -1.69736 2.24097 -1.42707 0.0657 0.4621 -0.6490
H -2.83310 0.80396 -1.07853 2.2196 1.7015 0.9530
H -2.65382 2.21317 0.14431 1.3707 -1.0549 -1.7051
H -0.41908 0.02561 -2.32385 -0.4750 -0.2481 0.6506
H 0.64539 -1.28335 -1.69719 -0.4477 0.9466 0.3017
H 1.14885 0.39969 -1.96842 0.5014 -0.1843 0.1434
H -2.09825 -2.24670 1.63038 -0.7103 -0.0668 0.5827
H -1.20917 -2.98550 0.65691 -0.2455 1.3285 0.3779
O -1.41560 -2.04893 0.99134 0.8676 -1.4355 -0.9613
```
Forces are in eV/Å.

Total charge = -1
2S+1 = 2
LUMO (spin up / spin down) = 3.72 / 3.60 eV
Energy relative to the best compared isomer or geometry (same formula, charge and spin) = 1.407 eV
Electronic energy = -8493.511 eV

C6H44FeO25 | the ωB97M-V functional and the def2-TZVPD basis

Geometry as XYZ:
```
76
Properties=species:S:1:pos:R:3:forces:R:3
Fe -0.72308 -0.66288 0.75695 0.3099 -0.1407 -0.6588
C -1.01729 2.73466 2.90115 0.6892 1.0336 -0.3280
C -1.22587 2.09720 1.70991 0.2565 1.3714 0.3267
C -1.00247 2.86161 0.41337 -0.3469 -0.4625 -1.7322
O -1.33154 2.33692 -0.75328 -0.4225 -0.8581 1.4484
C -0.41605 4.07232 0.42395 1.2829 0.9672 2.2246
C 0.09309 4.72273 1.65588 -1.4888 -1.0248 -0.9963
C -0.24168 3.99222 2.97669 0.7649 -1.4316 0.2290
O 0.45657 4.30272 3.94453 -0.7770 -0.2596 -0.0132
O 0.76359 5.72035 1.68930 0.3925 0.5475 -0.0952
O -1.55302 0.85498 1.70381 -0.6479 -0.6936 -0.4690
H -1.07539 2.07212 3.74330 0.0059 0.1736 0.6883
H -0.10228 4.52838 -0.47723 -0.0964 0.4390 -0.9412
O -0.86725 -2.45615 1.91636 -0.2211 0.2838 0.6152
H -0.91322 -3.36977 1.49721 -0.3440 0.7231 0.5727
H -1.23964 -2.38078 2.81949 0.0614 -0.2837 -0.7423
O 1.88527 -4.19484 -0.47959 0.1788 0.5108 0.8801
H 2.23606 -3.46520 0.11984 -0.2876 -0.9404 -1.2112
H 1.90773 -3.81524 -1.37581 0.0002 0.2238 0.5148
O 2.14251 2.12796 3.26159 -0.4363 0.4387 0.0340
H 1.76666 2.89138 3.76224 -0.3146 -0.2464 -0.5329
H 2.92498 1.92518 3.75961 0.7458 -0.3208 0.2434
O 2.88106 1.92148 0.19718 -0.2641 0.4701 -0.0881
H 2.59757 2.17816 1.08324 -0.0542 0.0605 0.4199
H 2.91677 2.76633 -0.27968 -0.0594 -0.2703 -0.0111
O 1.83477 1.91234 -3.47313 0.5276 0.6157 -0.7302
H 1.23291 2.46355 -2.94033 -0.0015 -0.1511 -0.3938
H 1.98487 2.47587 -4.26933 -0.1207 -0.6772 0.9509
O -0.23974 -2.18274 -0.76938 -0.3366 -0.0300 0.8856
H -0.65265 -3.06648 -0.66555 0.2349 0.9193 -0.1814
H -0.45376 -1.85787 -1.66001 0.2226 0.1557 -0.3772
O -0.15544 -1.30129 -3.46703 -0.8481 0.8109 -0.3707
H 0.66149 -0.90306 -3.79700 0.1189 -0.2221 0.3485
H -0.83293 -0.56615 -3.56250 0.5590 -0.9180 0.2574
O 0.94599 -0.28483 2.17585 0.5192 1.8971 -1.0376
H 1.25717 0.59733 2.50336 -0.4218 -0.2113 -0.4196
H 1.12866 -0.82111 2.91153 0.2082 -1.7822 1.5864
O 4.91344 0.27949 -0.53299 -0.4940 -0.3588 -1.1968
H 4.46986 0.31580 -1.41890 0.6452 -0.0804 1.0216
H 4.42362 0.96440 -0.05607 -0.1232 0.0440 0.0822
O -2.65871 -0.89721 3.86909 0.7282 0.2841 -1.1005
H -2.42558 -0.09879 3.34561 0.0307 -0.4933 -0.0140
H -3.13444 -0.54203 4.60296 -0.5271 0.1756 0.8726
O -4.67471 -2.17732 0.49214 -0.9165 0.7131 -0.6350
H -5.49710 -2.57637 0.17620 0.0751 0.3829 -0.0417
H -4.21227 -2.91637 0.83798 0.9650 -0.9751 0.6748
O 0.38957 0.45495 -0.80481 -0.3572 -1.4763 0.0460
H -0.21178 1.19877 -1.02663 -0.4959 0.4707 0.1541
H 1.16680 0.82258 -0.41055 1.1184 0.7286 0.3138
O -0.74477 -4.57651 0.59527 0.5775 -0.7427 -0.4443
H 0.22045 -4.57194 0.40631 0.2633 0.0002 -0.0505
H -1.09684 -4.95500 -0.21812 -0.4835 -0.0647 -0.0009
O 2.31532 -2.74792 3.77767 -0.5222 -0.7282 1.4184
H 1.86770 -3.20692 4.53572 0.2597 0.7065 -1.1149
H 3.23301 -2.97508 3.96788 0.1688 0.1643 -0.3614
O -1.82868 -3.81348 -2.22087 0.9001 -0.7984 0.6154
H -2.56903 -3.51225 -2.71070 -1.2101 0.4708 -0.6189
H -1.09426 -3.70222 -2.83037 0.2538 0.1146 -0.2071
O -3.27821 2.85530 -4.39159 2.1399 -1.8269 -1.1980
H -3.85070 3.45044 -4.00903 -2.4346 1.9399 1.2614
H -2.42872 3.20716 -4.09000 0.2920 -0.0690 0.0549
O 2.34699 -1.75045 -2.12816 -0.4248 0.6903 0.9123
H 3.23208 -1.74846 -1.73489 -0.3381 0.0437 -0.0414
H 1.77052 -1.26146 -1.46931 0.8785 -0.8169 -1.1138
O 3.20422 -2.09009 0.80593 1.2318 0.0783 -0.7015
H 3.97179 -1.55102 0.51484 -0.4153 -0.3396 -0.0801
H 2.83368 -1.56628 1.49777 -0.7607 0.5279 0.8442
O -0.52450 3.14917 -3.16596 -0.7969 -0.9827 0.4999
H -0.81221 2.63770 -2.33609 -0.0370 1.2685 -0.4927
H -0.67416 2.47490 -3.84632 0.3998 0.1049 0.0366
O -2.62827 -0.29835 -0.49522 -0.8791 -1.4633 0.1010
H -2.59184 0.62197 -0.23046 -0.0123 0.9758 0.1692
H -3.42937 -0.71983 -0.08454 0.7611 0.4264 -0.4110
O -2.16739 0.44488 -3.15091 -0.5253 -0.2123 0.3176
H -2.76743 0.97367 -3.70190 -0.0486 0.0273 0.3290
H -2.63253 0.17670 -2.31750 0.5243 0.3728 -0.7967
```
Forces are in eV/Å.

Total charge = 0
2S+1 = 5
LUMO (spin up / spin down) = -0.31 / -0.31 eV
Electronic energy = -92514.860 eV

C4H5InO3 | the ωB97M-V functional and the def2-TZVPD basis

Geometry as XYZ:
```
13
Properties=species:S:1:pos:R:3:forces:R:3
O 0.10660 -1.38142 0.58051 -1.8762 1.1432 -0.3546
C -0.68860 -0.43881 0.01699 2.4102 -0.1587 0.9223
O -1.78853 -0.93722 -0.45894 -0.6305 -2.3890 0.3624
In -2.58839 0.64505 -1.22251 -1.5612 1.3630 -0.1494
O -1.02228 1.02074 0.68854 -0.2011 -0.8697 -0.8260
C -0.18408 0.88625 -0.50245 0.0897 -0.4657 0.2829
H 0.86103 1.14368 -0.28716 -0.2916 0.1187 -0.4222
C 1.29066 -0.99892 1.25704 0.8327 0.4688 0.4426
H 2.11283 -0.82276 0.54823 -0.2421 -0.0972 0.1368
H 1.12867 -0.09901 1.86647 -0.0144 -0.2603 -0.1196
H 1.55073 -1.83470 1.91463 -0.0944 0.2377 -0.2456
C -0.75897 1.28897 -1.81278 2.6664 0.7215 0.1391
H -0.01968 1.52817 -2.58857 -1.0875 0.1878 -0.1687
```
Forces are in eV/Å.

Total charge = +1
2S+1 = 2
LUMO (spin up / spin down) = -8.11 / -7.95 eV
Energy relative to the best compared isomer or geometry (same formula, charge and spin) = 3.525 eV
Electronic energy = -15531.447 eV

C18H22N4O2 | the ωB97M-V functional and the def2-TZVPD basis

Geometry as XYZ:
```
46
Properties=species:S:1:pos:R:3:forces:R:3
C -5.37782 -1.86404 -1.15735 0.1157 0.0251 0.2625
C -4.79307 -1.31242 0.13836 -0.1131 -0.0042 -0.1817
N -3.95854 -0.14564 -0.09507 -0.0706 0.0310 0.0695
C -2.68335 -0.48321 -0.70308 0.0739 0.0682 -0.1695
C -1.91446 0.79205 -1.05804 0.0196 -0.4323 -0.1768
N -1.72866 1.60438 0.11930 -0.3876 0.1306 -0.1052
C -0.57843 1.94870 0.72063 0.3924 0.0503 -0.1678
O -0.53942 2.56524 1.76813 0.2162 0.0784 0.2557
C 0.73560 1.61354 -0.00660 -0.2123 0.5221 0.0438
N 1.11456 0.24198 0.21329 0.5562 -0.4111 0.0419
N 0.20522 -0.65040 0.60586 -0.6204 -0.0843 0.1751
C 0.84757 -1.78309 0.83637 0.2381 0.2560 -0.1117
C 2.21073 -1.62521 0.59108 0.2669 0.6479 -0.1289
C 2.35359 -0.30433 0.18311 -0.1821 -0.9597 0.2605
C 3.65659 0.23670 -0.12750 0.2817 -0.0472 0.0401
C 3.92024 1.44505 -0.76456 0.0949 -0.0735 0.0209
C 5.22029 1.87733 -0.95107 -0.0033 0.1532 -0.0528
C 6.27772 1.10656 -0.49814 -0.0491 -0.0307 -0.0058
C 6.03957 -0.11404 0.10561 -0.1295 -0.1498 0.0572
C 4.73909 -0.57203 0.27834 0.1024 0.3140 -0.2138
O 4.59396 -1.77864 0.89129 0.0899 0.2368 0.1705
C 3.39579 -2.51824 0.68068 -0.2432 -0.3882 -0.2633
C -2.98647 1.90304 0.77310 -0.1833 0.0336 0.4688
C -3.71513 0.60866 1.12186 0.0329 0.2523 -0.0765
H -5.82504 -1.05614 -1.72984 -0.0647 0.0686 -0.0752
H -4.61897 -2.34625 -1.76746 0.0329 -0.0700 -0.1061
H -6.14484 -2.59942 -0.92842 -0.0637 -0.1196 -0.0392
H -5.61770 -0.99442 0.78169 0.0713 -0.0411 0.0389
H -4.23983 -2.10762 0.66862 -0.0383 0.0537 0.0576
H -2.86319 -1.04559 -1.61975 0.0440 -0.0123 -0.0157
H -2.05637 -1.08715 -0.02606 -0.1383 0.0433 -0.1163
H -0.96188 0.51243 -1.50074 0.0120 0.0624 -0.0024
H -2.49830 1.37055 -1.78437 0.0810 -0.0783 -0.0215
H 0.65448 1.83379 -1.07762 0.0569 -0.0476 0.1033
H 1.49822 2.26056 0.43737 -0.2080 -0.1050 -0.0958
H 0.31447 -2.65390 1.16142 -0.1864 -0.1621 0.0964
H 3.10516 2.04992 -1.12839 -0.0790 0.0578 -0.0148
H 5.40581 2.81890 -1.44490 0.0167 0.0743 -0.0401
H 7.29322 1.44828 -0.62878 0.0883 0.0217 -0.0118
H 6.85085 -0.73578 0.44982 0.0852 -0.0812 0.0359
H 3.50337 -3.11303 -0.24409 0.0626 0.0888 0.2120
H 3.32176 -3.20879 1.52560 0.0203 0.0769 -0.1564
H -2.77253 2.48167 1.67207 -0.0569 -0.0394 -0.1470
H -3.60448 2.49327 0.08856 -0.0116 -0.0159 0.0529
H -4.67334 0.85070 1.58666 0.0320 -0.0183 0.0171
H -3.10607 0.03613 1.84301 -0.0425 0.0247 0.0156
```
Forces are in eV/Å.

Total charge = 0
LUMO = 0.73 eV
Energy relative to the best compared isomer or geometry (same formula, charge and spin) = 2.281 eV
Structure (SMILES) = CCN1CCN(C(=O)Cn2ncc3c2-c2ccccc2OC3)CC1
Electronic energy = -29078.142 eV

Cl4H2OSi2 | the ωB97M-V functional and the def2-TZVPD basis

Geometry as XYZ:
```
9
Properties=species:S:1:pos:R:3:forces:R:3
Cl 1.82587 -1.60520 -1.23124 -0.0415 -0.1976 0.7846
Si 1.64993 -0.36154 0.47228 2.4355 0.8771 -2.0844
O 0.35634 0.48029 0.33074 -7.2004 0.8522 -0.7831
Si -1.77583 0.38909 -0.25028 4.4803 1.6720 0.6196
Cl -2.34003 2.37409 -0.37760 0.3978 -1.3917 0.2021
Cl -1.81489 -0.50922 -2.01674 -0.0458 -0.0822 -0.1293
Cl -2.51167 -0.63849 1.24508 -0.5577 -0.3570 0.6049
H 2.09068 -0.92373 1.72386 -0.2243 -0.7869 0.4616
H 2.51960 0.79471 0.10390 0.7561 -0.5859 0.3241
```
Forces are in eV/Å.

Total charge = 0
LUMO = -0.36 eV
Energy relative to the best compared isomer or geometry (same formula, charge and spin) = 1.235 eV
Structure (SMILES) = Cl[SiH2]O[Si](Cl)(Cl)Cl
Electronic energy = -67930.422 eV

Number 1 is which compound? C10H20CoO8S2

What is the total charge in the third record? 0

total charge of number 3 (C5H8N2)? 0